Here is 2 unconnected molecules or ions with the total composition C12H14BrN2 in a non-equilibrium geometry from the Open Molecules 2025 dataset. Energies are from wB97M-V/def2-TZVPD.

- M: 266.2 g/mol
- Orbital gap: 0.1328 Ha
- LUMO level: -5.56 eV
- Total energy: -3148.90601 Eh
- Relative energy (zero: lowest compared OMol25 entry of this formula, charge and spin): 193.5 kJ/mol
- Max |F|: 2.14 eV/A

ORCA input file:
```
! wB97M-V def2-TZVPD RIJCOSX def2/J DEFGRID3
* xyz 1 1
C 5.837 9.078 7.190
N 7.000 8.273 6.787
C 6.937 7.345 5.859
C 7.980 6.529 5.595
C 9.209 6.693 6.221
C 9.291 7.756 7.183
C 8.156 8.534 7.432
C 10.454 5.947 5.854
C 11.391 5.609 6.850
C 12.543 4.975 6.577
N 12.844 4.587 5.322
C 12.057 4.989 4.274
C 10.810 5.613 4.544
C 14.179 3.995 5.095
H 6.041 9.357 8.224
H 4.974 8.413 7.164
H 5.744 9.930 6.517
H 6.027 7.247 5.285
H 7.889 5.765 4.838
H 10.219 8.028 7.665
H 8.163 9.415 8.056
H 11.122 5.825 7.873
H 13.271 4.787 7.352
H 12.459 4.767 3.296
H 10.246 5.938 3.682
H 14.509 3.345 5.905
H 14.921 4.777 4.931
H 14.091 3.310 4.252
Br 6.247 6.886 9.889
*
```